No. 1
{
  "formula": "C17H18N2O4",
  "method": "ωB97M-V with the def2-TZVPD basis set",
  "elements": ["C", "C", "O", "C", "O", "C", "N", "N", "C", "C", "C", "C", "C", "C", "C", "O", "C", "C", "C", "C", "C", "C", "O", "H", "H", "H", "H", "H", "H", "H", "H", "H", "H", "H", "H", "H", "H", "H", "H", "H", "H"],
  "coordinates": [[4.84329, 3.78895, 2.68318], [3.38448, 3.91180, 2.27069], [3.19444, 3.51769, 0.90666], [3.08519, 2.21404, 0.66544], [3.08831, 1.35074, 1.49705], [2.93111, 1.97000, -0.83513], [2.81236, 0.55799, -1.10146], [1.59511, 0.06517, -1.00500], [1.39769, -1.22005, -1.13853], [0.05241, -1.73815, -1.02765], [-1.00988, -0.97130, -0.73281], [-2.38155, -1.40007, -0.58382], [-3.34476, -0.46323, -0.20295], [-4.67083, -0.80761, -0.03072], [-5.07837, -2.12153, -0.24178], [-6.35002, -2.57910, -0.10211], [-7.35265, -1.67632, 0.29757], [-4.12700, -3.06981, -0.63020], [-2.80952, -2.71682, -0.79645], [2.50140, -2.09828, -1.38085], [3.74746, -1.58779, -1.47798], [3.97962, -0.16711, -1.32832], [5.05463, 0.40201, -1.40176], [4.96443, 4.14305, 3.70285], [5.47230, 4.38062, 2.02280], [5.15723, 2.74946, 2.63098], [2.75395, 3.28536, 2.90983], [3.04603, 4.94888, 2.31230], [2.04051, 2.48757, -1.19466], [3.82496, 2.34463, -1.34210], [-0.04510, -2.80255, -1.18442], [-0.82681, 0.08343, -0.57598], [-3.04357, 0.56069, -0.03372], [-5.37641, -0.04785, 0.26731], [-7.47885, -0.86771, -0.42958], [-7.13958, -1.24984, 1.28307], [-8.27073, -2.25937, 0.34929], [-4.45772, -4.08353, -0.79354], [-2.10081, -3.47185, -1.09792], [2.32038, -3.15910, -1.47785], [4.61686, -2.20311, -1.65170]],
  "forces_ev_per_angstrom": [[-0.31, -0.06, -0.26], [0.11, -0.02, 0.52], [0.03, 0.25, -0.29], [-0.09, -0.23, -0.33], [0.05, -0.05, 0.10], [0.20, 0.20, 0.17], [0.51, 0.00, -0.12], [-0.87, -0.52, 0.07], [0.76, 0.68, -0.02], [-0.93, 0.24, 0.19], [0.81, -0.29, -0.16], [-0.65, -0.01, 0.10], [0.40, -0.25, -0.13], [-0.50, -0.14, 0.06], [0.19, 0.07, -0.02], [0.29, -0.19, -0.10], [-0.17, 0.17, 0.07], [-0.20, 0.00, 0.04], [-0.05, 0.20, 0.05], [0.36, 0.30, -0.01], [-0.21, -0.20, 0.03], [-0.20, 0.06, -0.06], [0.30, -0.02, 0.05], [0.04, 0.04, 0.12], [0.08, 0.07, -0.01], [0.05, -0.05, 0.04], [0.04, 0.16, -0.11], [0.00, -0.15, -0.01], [0.10, -0.09, 0.01], [-0.21, 0.00, 0.08], [-0.08, -0.12, -0.01], [0.03, 0.10, 0.02], [0.05, 0.09, 0.01], [-0.08, 0.03, 0.02], [0.02, -0.03, 0.04], [0.00, -0.01, -0.05], [0.04, 0.09, 0.01], [-0.03, -0.12, -0.02], [0.07, -0.10, -0.04], [0.00, -0.09, -0.02], [0.05, -0.02, -0.02]],
  "mulliken_charge": [-1.09, -0.23, -0.34, 0.72, -0.56, -0.94, 0.64, -0.80, 0.71, -0.53, -0.15, 0.62, -0.91, -0.36, 0.87, -0.45, -0.84, -0.58, -0.61, -0.65, -0.55, 0.65, -0.70, 0.37, 0.29, 0.32, 0.31, 0.30, 0.35, 0.40, 0.24, 0.39, 0.32, 0.38, 0.33, 0.34, 0.24, 0.41, 0.30, 0.37, 0.43],
  "spin_multiplicity": 1,
  "orbital_gap_ev": 7.569,
  "smiles": "CCOC(=O)Cn1nc(/C=C/c2ccc(OC)cc2)ccc1=O",
  "homo_energy_ev": -7.67
}

=====

No. 2
{
  "formula": "C19H23NO4",
  "method": "ωB97M-V with the def2-TZVPD basis set",
  "elements": ["C", "C", "O", "C", "C", "C", "C", "C", "C", "N", "C", "C", "C", "C", "C", "C", "O", "C", "C", "O", "C", "C", "C", "O", "H", "H", "H", "H", "H", "H", "H", "H", "H", "H", "H", "H", "H", "H", "H", "H", "H", "H", "H", "H", "H", "H", "H"],
  "coordinates": [[3.31054, 0.20789, 2.22939], [4.26704, 0.00987, 1.05844], [3.95723, 0.84901, -0.04108], [2.79717, 0.69942, -0.74294], [2.41212, 1.82828, -1.45884], [1.27605, 1.84228, -2.25131], [0.48949, 0.71651, -2.32652], [0.84625, -0.43947, -1.62723], [-0.06395, -1.56086, -1.63413], [0.16083, -2.64894, -1.01464], [-0.91510, -3.56903, -0.81040], [-1.50905, -3.30304, 0.59821], [-1.69524, -1.82249, 0.76352], [-0.73311, -1.05867, 1.40519], [-0.78312, 0.32171, 1.35226], [-1.78796, 0.98801, 0.66270], [-1.81228, 2.35400, 0.51565], [-0.68528, 3.08910, 0.92286], [-2.81530, 0.22601, 0.07708], [-3.90051, 0.69087, -0.60792], [-4.25332, 2.05521, -0.57475], [-2.73758, -1.16205, 0.13348], [2.01516, -0.46940, -0.83904], [2.36103, -1.59197, -0.18433], [2.31419, -0.13462, 1.96314], [3.65880, -0.36325, 3.08541], [3.26292, 1.26068, 2.50073], [4.28744, -1.04070, 0.75841], [5.27710, 0.32099, 1.34074], [3.03878, 2.70269, -1.37482], [1.00864, 2.73765, -2.79071], [-0.41273, 0.71142, -2.91949], [-1.01005, -1.39248, -2.16475], [-0.52404, -4.58768, -0.86149], [-1.70777, -3.44006, -1.56202], [-0.81636, -3.67623, 1.35275], [-2.45411, -3.83947, 0.68429], [0.08166, -1.54066, 1.92444], [-0.00439, 0.88727, 1.83770], [-0.87941, 4.11326, 0.60659], [-0.55891, 3.06938, 2.01047], [0.22688, 2.72523, 0.43823], [-5.23005, 2.10758, -1.05645], [-3.54135, 2.67278, -1.12601], [-4.33253, 2.42565, 0.44950], [-3.52016, -1.71621, -0.36267], [1.63438, -2.25543, -0.33963]],
  "forces_ev_per_angstrom": [[0.19, 0.06, -0.40], [0.12, -0.29, 0.57], [-0.09, -0.01, -0.36], [-0.10, 0.14, -0.07], [0.00, -0.26, 0.12], [-0.03, 0.10, -0.05], [0.05, -0.20, 0.10], [0.37, 0.48, 0.01], [-0.29, -0.31, -0.23], [0.49, 0.18, -0.10], [-0.28, -0.26, 0.06], [0.05, 0.09, -0.20], [-0.14, 0.03, 0.31], [-0.16, -0.07, 0.04], [-0.02, 0.14, 0.02], [-0.03, 0.21, -0.06], [-0.33, -0.46, -0.09], [0.23, 0.13, 0.07], [-0.04, -0.07, -0.04], [0.32, -0.29, 0.01], [-0.23, 0.45, -0.06], [0.09, 0.15, 0.12], [-0.04, 0.06, -0.06], [0.21, 0.14, 0.05], [-0.12, -0.06, 0.01], [0.01, -0.07, 0.12], [0.00, 0.09, 0.07], [0.08, 0.21, 0.04], [-0.13, -0.07, -0.02], [0.09, 0.09, 0.03], [-0.02, 0.08, -0.06], [-0.13, -0.01, -0.05], [0.01, -0.08, 0.05], [-0.16, 0.02, -0.06], [0.08, -0.04, 0.03], [-0.04, -0.04, 0.03], [0.00, -0.07, 0.06], [0.12, -0.05, 0.03], [0.08, 0.10, 0.02], [0.07, -0.04, 0.05], [0.01, -0.01, -0.04], [-0.03, 0.00, 0.03], [0.06, 0.02, 0.05], [-0.10, -0.05, 0.07], [0.00, -0.01, -0.07], [-0.13, -0.06, -0.10], [-0.10, -0.07, -0.04]],
  "mulliken_charge": [-0.39, -0.44, -0.53, 0.43, -0.43, -0.85, -0.66, 0.64, -0.19, -0.54, -0.81, -1.19, 0.35, -0.69, -0.47, 1.11, -0.44, -0.73, 0.51, -0.48, -0.76, -0.60, 0.54, -0.61, -0.27, 0.42, 0.26, 0.24, 0.35, 0.45, 0.39, 0.42, 0.34, 0.41, 0.36, 0.35, 0.39, 0.31, 0.33, 0.26, 0.34, 0.19, 0.31, 0.23, 0.30, 0.42, 0.45],
  "spin_multiplicity": 1,
  "orbital_gap_ev": 8.535,
  "smiles": "CCOc1cccc(/C=N/CCc2ccc(OC)c(OC)c2)c1O",
  "homo_energy_ev": -8.01
}

=====

No. 3
{
  "formula": "C15H15BiN3P",
  "method": "ωB97M-V with the def2-TZVPD basis set",
  "elements": ["C", "C", "C", "C", "C", "Bi", "P", "H", "H", "H", "H", "H", "H", "H", "H", "N", "C", "C", "C", "C", "C", "C", "C", "N", "C", "C", "N", "C", "H", "H", "H", "H", "H", "H", "H"],
  "coordinates": [[0.33113, -0.66451, -4.79821], [-0.62674, 0.04752, -5.61159], [-0.87748, 1.40252, -5.19855], [0.25992, 1.78676, -4.35373], [1.03107, 0.63902, -3.77284], [-0.92083, -0.04856, -2.90603], [-0.43687, -2.72458, -2.25650], [0.76306, -1.65158, -4.92122], [-1.30903, -0.32808, -6.35888], [-1.44311, 2.18402, -5.76888], [2.08088, 0.53502, -3.20203], [0.38801, 2.87392, -4.03303], [1.01392, -2.78338, -2.15561], [-0.79178, -3.52021, -3.42121], [-1.00351, -3.36883, -1.08189], [-0.66465, 0.97601, 8.15232], [-0.66239, 0.82973, 6.97394], [-0.51897, 0.62661, 5.58610], [-1.45136, 1.07268, 4.63381], [-1.19957, 0.95628, 3.25445], [0.01801, 0.39029, 2.80966], [0.95698, -0.04402, 3.76963], [0.64490, 0.00357, 5.13353], [0.30074, 0.17073, 1.45566], [1.60347, -0.16294, 0.94616], [1.34782, -0.47293, -0.36176], [0.00134, -0.18038, -0.69279], [-0.62525, 0.17181, 0.42934], [-2.39156, 1.52205, 4.95753], [-1.91975, 1.29622, 2.48645], [1.93078, -0.44494, 3.44862], [1.31891, -0.46072, 5.86528], [2.55997, -0.18375, 1.55143], [2.02666, -0.83436, -1.09798], [-1.73469, 0.38902, 0.53883]],
  "forces_ev_per_angstrom": [[0.61, 3.15, -0.15], [-0.13, 0.55, 0.04], [3.51, 0.06, -0.23], [0.20, 1.87, -0.21], [-0.85, -1.68, -1.55], [-2.11, 0.90, 1.03], [0.09, -0.51, 0.46], [-0.10, 0.25, -0.08], [0.25, -0.75, -0.05], [0.34, -1.15, 0.81], [-2.57, 0.62, -1.65], [-0.06, -1.79, -0.23], [-0.99, -0.75, -0.05], [0.47, 0.16, 1.13], [0.76, -0.61, -0.74], [-0.12, -0.47, -4.17], [-0.21, 0.46, 5.03], [-0.09, -0.14, -1.61], [-0.04, 0.18, -0.67], [0.33, -0.26, -0.06], [-0.08, 0.01, 1.54], [-0.26, -0.14, 0.25], [0.71, -0.06, -0.49], [0.55, 0.46, -0.18], [-1.13, -0.34, -0.01], [-1.28, 1.09, 0.62], [0.86, -0.90, 2.36], [1.16, -0.29, -0.37], [0.34, -0.08, -0.05], [0.36, -0.14, 0.86], [-0.78, 0.04, 0.33], [-0.17, 0.47, -0.38], [-1.72, 0.08, -0.93], [0.27, 0.02, -0.40], [1.89, -0.30, -0.21]],
  "mulliken_charge": [-0.73, -0.34, -0.83, -0.35, -0.22, 0.57, -0.28, 0.57, 0.37, 0.38, 0.29, 0.27, 0.09, 0.15, 0.09, -0.51, 0.07, 0.38, -0.82, -0.43, 1.52, -0.34, -0.86, 0.24, -0.45, -0.65, -0.06, -0.25, 0.41, 0.26, 0.13, 0.39, 0.30, 0.46, 0.20],
  "spin_multiplicity": 1,
  "orbital_gap_ev": [2.886, 3.510],
  "homo_energy_ev": [-3.57, -4.11]
}

=====

No. 4
{
  "formula": "C3H12NO3S",
  "method": "ωB97M-V with the def2-TZVPD basis set",
  "elements": ["C", "O", "C", "C", "S", "N", "H", "H", "H", "H", "H", "H", "H", "H", "H", "H", "O", "H", "H", "O"],
  "coordinates": [[-0.53575, 0.22190, -1.27539], [0.32293, -0.84044, -1.19316], [-0.13986, 1.12703, -0.15582], [-0.98203, 2.37186, 0.13532], [-0.18435, 3.41268, 1.47691], [1.27301, 1.65579, -0.27257], [-0.69654, 0.68597, -2.24348], [-1.45086, -0.32323, -0.88643], [-0.17879, 0.38925, 0.73434], [-2.00598, 2.14397, 0.50286], [-1.06243, 3.02871, -0.72374], [1.17882, 2.93342, 1.34157], [1.26749, 2.24707, -1.08993], [1.88117, 0.86605, -0.56161], [-0.14318, -3.68954, 0.68892], [-0.58104, -4.88902, 1.64466], [-0.52835, -4.68683, 0.71368], [0.42956, -1.73466, -0.20886], [1.52506, -2.65123, 0.63628], [0.61112, -2.26874, 0.73646]],
  "forces_ev_per_angstrom": [[-1.28, -2.69, 2.18], [1.82, -0.46, -2.04], [1.02, 0.64, 2.16], [0.04, 0.08, 0.97], [1.07, -0.59, -0.06], [-0.01, -1.67, -0.47], [0.14, 0.21, -0.52], [-0.66, 1.54, -0.83], [0.29, 1.54, -1.04], [0.69, 0.01, -0.26], [-0.03, -0.03, -0.34], [-2.20, 0.47, -0.13], [0.04, 0.44, -0.32], [-0.76, 0.29, 0.34], [-0.67, -1.73, 0.12], [-0.02, -0.01, 0.34], [0.67, 1.75, -0.41], [-0.12, 0.72, 0.44], [-1.38, 0.72, 0.16], [1.35, -1.24, -0.27]],
  "mulliken_charge": [-0.79, -0.89, 0.58, -0.79, -0.37, -0.70, 0.31, 0.24, 0.10, 0.35, 0.35, 0.20, 0.20, 0.31, 0.47, 0.27, -0.72, 0.45, 0.28, -0.87],
  "spin_multiplicity": 1,
  "orbital_gap_ev": 7.359,
  "charge": -1,
  "homo_energy_ev": -4.11
}

=====

No. 5
{
  "formula": "C7H17NO2Si",
  "method": "ωB97M-V with the def2-TZVPD basis set",
  "elements": ["C", "N", "C", "O", "C", "C", "O", "Si", "C", "C", "C", "H", "H", "H", "H", "H", "H", "H", "H", "H", "H", "H", "H", "H", "H", "H", "H", "H"],
  "coordinates": [[-0.41729, -2.80201, 2.29823], [-0.69912, -2.33603, 0.97196], [-1.06884, -1.05280, 0.80876], [-1.22511, -0.37016, 1.79715], [-1.31661, -0.51092, -0.60529], [-2.32268, 0.65009, -0.55014], [-0.10127, -0.24502, -1.28154], [0.94641, 0.95703, -0.84169], [0.25177, 2.64510, -1.28936], [2.52167, 0.65046, -1.75272], [1.30152, 0.51501, 0.95361], [-0.12145, -1.96109, 2.93339], [-1.31355, -3.20999, 2.75064], [0.41328, -3.53687, 2.31019], [-0.40928, -2.95570, 0.20988], [-1.75892, -1.32645, -1.18977], [-1.95823, 1.49079, 0.02371], [-2.58390, 1.04096, -1.53336], [-3.25215, 0.29314, -0.13445], [-0.06468, 2.69404, -2.33594], [-0.56194, 2.83985, -0.64192], [1.03400, 3.43003, -1.15470], [3.03532, -0.25257, -1.48437], [3.18124, 1.47802, -1.50169], [2.26719, 0.59156, -2.81079], [0.56158, 0.80690, 1.67875], [2.21408, 1.02300, 1.26213], [1.44697, -0.54635, 1.10934]],
  "forces_ev_per_angstrom": [[0.73, -0.21, 0.84], [0.75, -1.16, -1.17], [-0.29, 0.10, -0.04], [-0.77, 0.73, 0.41], [-0.42, -0.36, -0.55], [0.35, -0.18, -0.47], [-0.59, -0.02, -0.34], [0.38, -0.69, 0.75], [1.68, 0.03, -0.26], [-0.46, 0.30, -0.25], [0.49, 1.36, 0.18], [0.02, -0.12, -0.23], [-0.09, -0.35, 0.17], [-0.64, 0.27, -0.16], [-0.42, 0.85, 0.28], [-0.17, 0.04, 0.12], [0.01, -0.06, 0.41], [0.32, -0.23, -0.25], [-0.22, -0.10, 0.43], [-0.05, -0.16, 0.17], [-0.88, 0.55, 0.52], [-0.57, -0.48, 0.02], [0.08, -0.57, 0.27], [0.19, 0.20, -0.42], [0.40, 0.28, -0.20], [-0.30, 0.27, 0.08], [0.34, -0.01, 0.01], [0.16, -0.31, -0.33]],
  "mulliken_charge": [-0.93, -0.17, 0.14, -0.63, 0.65, -1.47, -0.47, 0.48, -1.03, -1.07, -1.21, 0.30, 0.32, 0.33, 0.29, 0.35, 0.20, 0.39, 0.44, 0.31, 0.36, 0.33, 0.31, 0.31, 0.29, 0.40, 0.48, 0.30],
  "spin_multiplicity": 1,
  "orbital_gap_ev": 10.219,
  "smiles": "CNC(=O)[C@@H](C)O[Si](C)(C)C",
  "homo_energy_ev": -9.40
}